Run w
C6H14N2 | the ωB97M-V functional and the def2-TZVPD basis

Positions of all 22 atoms, in Å:
C -1.701 0.225 0.265
C 1.209 -0.100 0.002
C -2.974 -0.244 -0.370
C -1.495 0.075 1.558
C 1.690 -0.683 -1.341
C 2.427 0.080 0.867
N -0.866 0.823 -0.607
N 0.490 1.070 -0.314
H -2.847 -1.242 -0.821
H -3.145 0.445 -1.133
H -3.710 -0.463 0.271
H -0.606 0.549 1.907
H 0.581 -0.875 0.510
H -2.199 -0.419 2.138
H 0.966 -1.115 -1.931
H 2.443 -1.600 -1.255
H 2.301 0.074 -1.741
H 3.019 1.067 0.479
H 3.081 -0.658 0.736
H 2.116 0.345 1.843
H -1.220 0.943 -1.608
H 0.438 1.703 0.544

SMILES string = C=C(C)NNC(C)C
Highest occupied orbital energy = -7.96 eV



Run x
C6H14N2 | the ωB97M-V functional and the def2-TZVPD basis

Positions of all 22 atoms, in Å:
C -1.389 -0.043 0.016
C -1.955 0.650 -1.205
C 2.274 -0.434 -0.686
C 1.385 1.382 0.814
C -0.126 -0.576 0.197
C 1.023 0.295 -0.200
N 0.085 -1.780 0.851
N -2.412 -0.514 0.864
H 0.338 0.903 -0.981
H -0.739 -2.373 0.846
H 1.022 -2.161 0.827
H -3.357 -0.203 0.660
H -2.059 -0.820 1.766
H -2.612 -0.020 -1.773
H -1.191 1.032 -1.881
H -2.546 1.517 -0.890
H 2.031 -1.254 -1.367
H 2.944 0.259 -1.207
H 0.509 1.980 1.085
H 2.842 -0.862 0.150
H 2.118 2.076 0.391
H 1.813 0.944 1.724

SMILES string = C/C(N)=C(/N)C(C)C
Highest occupied orbital energy = -6.25 eV



Verdict on stability: run x comes out on top.



Run w
CHClFNO2 | the ωB97M-V functional and the def2-TZVPD basis

Positions of all 7 atoms, in Å:
C 0.851 0.733 0.197
N -2.105 0.964 -0.530
O -2.408 2.047 -0.932
O -2.510 -0.173 -0.581
F 1.132 -0.541 0.005
Cl 1.567 1.810 -0.794
H 0.989 0.955 1.287

Highest occupied orbital energy (alpha / beta) = -10.29 / -8.88 eV



Run x
CHClFNO2 | the ωB97M-V functional and the def2-TZVPD basis

Positions of all 7 atoms, in Å:
C -0.536 0.340 0.344
N -0.223 -0.916 -0.121
O -0.113 -0.885 -1.354
O 0.009 -1.818 0.666
F -0.482 0.486 1.625
Cl 2.223 1.613 -0.708
H -0.879 1.180 -0.452

Highest occupied orbital energy (alpha / beta) = -11.67 / -10.36 eV



Verdict on stability: run w comes out on top.



Run w
C4H4S | the ωB97M-V functional and the def2-TZVPD basis

Positions of all 9 atoms, in Å:
C 0.848 -0.770 -0.059
C -0.239 0.375 -0.001
C -1.066 1.158 -1.038
C 1.219 0.235 0.727
S -0.694 1.408 -2.651
H 0.995 -1.742 -0.496
H -0.956 0.107 0.747
H -2.002 1.499 -0.772
H 1.823 0.726 1.475

SMILES string = S=CC1C=C1
Highest occupied orbital energy (alpha / beta) = -8.58 / -8.58 eV



Run x
C4H4S | the ωB97M-V functional and the def2-TZVPD basis

Positions of all 9 atoms, in Å:
C 1.793 -0.425 0.006
C 0.391 -0.053 0.023
C -0.769 0.288 0.016
C -2.159 0.606 0.016
H 2.381 0.290 -0.609
H 1.895 -1.415 -0.460
H 2.245 -0.438 1.038
H -2.440 1.671 -0.039
S -3.337 -0.524 0.009

SMILES string = CC#CC=S
Highest occupied orbital energy = -8.84 eV



Run y
C4H4S | the ωB97M-V functional and the def2-TZVPD basis

Positions of all 9 atoms, in Å:
C -0.700 -0.946 -0.071
C 0.295 -0.042 0.007
C -1.825 0.001 0.083
C -0.673 1.157 0.045
S 2.561 -0.095 -0.092
H -0.593 -2.064 -0.210
H 2.340 -1.390 0.213
H -0.767 1.816 0.902
H -0.638 1.563 -0.877

Highest occupied orbital energy = -8.89 eV



Verdict on stability: run x comes out on top.